70
Properties=species:S:1:pos:R:3:nbo_charge:R:1 method="wB97M-V/def2-TZVPD" homo_energy_ev="-5.2 / -5.2" s_squared=8.7596 gap_ha="0.2799 / 0.2568" e_lumo_ev="2.42 / 1.80" total_charge=-1 spin_multiplicity=6 relative_energy_kcal_mol=0.0
Fe -0.25313 0.44910 0.14556 1.61
C 1.78133 3.00163 4.11115 -0.62
C 1.11625 1.71635 3.63680 -0.50
O 1.17488 0.74493 4.70344 -0.76
P 2.06447 0.92411 2.30994 2.39
O 2.67578 2.04816 1.45228 -1.01
O 3.28048 0.24745 3.08524 -0.98
O 1.26971 -0.09923 1.55710 -1.17
P -0.63842 2.03767 3.09249 2.37
O -1.32986 0.79296 3.88665 -1.03
O -1.08936 3.35322 3.56965 -1.10
O -0.75465 1.71367 1.61044 -1.20
H 2.80186 2.79731 4.44299 0.21
H 1.19974 3.41349 4.93306 0.24
H 1.81019 3.73624 3.30802 0.24
H 0.33130 0.26920 4.69835 0.51
H 3.11053 1.71461 0.63073 0.53
H 2.94853 -0.11852 3.92014 0.52
H -2.12534 0.47448 3.44069 0.52
Cl -1.00269 -1.80892 1.74824 0.02
C -2.73036 -1.86012 1.90538 0.01
C -3.25660 -2.71464 2.85700 -0.26
C -4.62735 -2.79003 3.02118 -0.24
C -5.44533 -2.00442 2.22370 -0.23
C -4.89326 -1.15350 1.28235 -0.04
Cl -5.98788 -0.20458 0.32068 0.00
C -3.50108 -1.02911 1.07216 -0.27
S -2.85490 0.06798 -0.11012 -0.22
H -2.58479 -3.31318 3.45879 0.22
H -5.05581 -3.45236 3.76250 0.21
H -6.52197 -2.04079 2.32592 0.22
C 1.67939 5.91207 -5.07335 -0.63
C 2.07529 4.68028 -4.30395 -0.01
C 3.05990 4.73125 -3.32349 -0.21
C 3.38511 3.60732 -2.57624 -0.20
C 2.71185 2.42004 -2.81198 -0.27
C 1.72992 2.34544 -3.78919 -0.19
C 1.42321 3.46996 -4.53261 -0.20
S 3.11045 0.97353 -1.87191 2.35
O 3.88605 0.09550 -2.71032 -0.96
O 3.80588 1.47859 -0.70243 -1.00
N 1.71046 0.37797 -1.40994 -0.99
C 1.09588 -0.66095 -2.03852 0.43
C 1.40653 -1.26743 -3.27464 -0.31
C 0.59544 -2.27498 -3.73587 -0.14
C -0.51771 -2.68972 -3.00536 -0.31
C -0.77581 -2.04288 -1.82166 0.08
N 0.00425 -1.06262 -1.35478 -0.61
H 2.45808 6.67419 -5.02943 0.21
H 0.76244 6.33973 -4.66130 0.23
H 1.48166 5.67663 -6.12007 0.21
H 3.57387 5.66648 -3.13127 0.20
H 4.13954 3.65132 -1.80202 0.24
H 1.18636 1.42236 -3.94792 0.23
H 0.64307 3.41820 -5.28285 0.22
H 2.27291 -0.94285 -3.82912 0.25
H 0.82523 -2.74425 -4.68556 0.21
H -1.16834 -3.47872 -3.35291 0.22
H -1.63912 -2.27805 -1.21287 0.22
Br -2.02021 5.23379 -4.41373 0.00
C -1.58043 3.88213 -3.14006 -0.09
C -1.71527 2.55035 -3.49349 -0.26
C -1.35610 1.57471 -2.56912 -0.27
C -0.88708 1.90703 -1.30142 -0.25
C -0.78036 3.25694 -0.97780 -0.26
C -1.11569 4.25297 -1.89106 -0.24
H -2.09242 2.27564 -4.47039 0.22
H -1.47801 0.53452 -2.86014 0.21
H -0.45042 3.55276 0.01170 0.23
H -1.02166 5.29851 -1.62697 0.22



64
Properties=species:S:1:pos:R:3:nbo_charge:R:1 method="wB97M-V/def2-TZVPD" homo_energy_ev="-7.7 / -7.7" s_squared=3.9643 gap_ha="0.2360 / 0.2478" e_lumo_ev="-1.27 / -0.91" spin_multiplicity=4
Mn -0.24543 -0.82217 -0.33328 1.11
N 2.33026 -1.96016 2.86882 -0.80
C 1.76639 -1.47089 1.73673 0.30
S 0.33048 -0.47911 1.92258 -0.09
N 2.35868 -1.70332 0.60778 -0.40
N 1.68099 -1.07561 -0.42752 -0.29
C 2.37388 -0.58604 -1.38974 0.20
C 1.85684 0.38357 -2.32634 -0.23
C 2.54414 0.64226 -3.51673 -0.13
C 2.13087 1.64272 -4.36719 -0.27
C 1.03471 2.42952 -4.00103 -0.17
C 0.36341 2.21482 -2.81490 -0.23
C 0.74517 1.17308 -1.96360 0.37
O 0.09072 0.96904 -0.82694 -0.72
H 1.79353 -1.97217 3.71491 0.41
H 3.12222 -2.57299 2.78131 0.40
H 3.42927 -0.84823 -1.40760 0.21
H 3.40900 0.03642 -3.76303 0.21
H 2.65130 1.82453 -5.29715 0.22
H 0.70672 3.22683 -4.65677 0.21
H -0.48063 2.82584 -2.52266 0.22
Br -12.19197 0.97605 -5.56395 0.06
C -10.36852 0.65576 -5.18033 -0.08
C -9.45939 0.57646 -6.21905 -0.24
C -8.12487 0.33678 -5.92326 -0.21
C -7.70996 0.18873 -4.61061 0.16
C -8.63552 0.26645 -3.57627 -0.23
C -9.96926 0.50000 -3.85905 -0.22
N -6.30501 -0.05637 -4.43184 -0.19
N -5.94558 -0.04591 -3.24899 -0.17
C -4.55499 -0.29115 -3.05221 0.01
C -3.66336 -0.60012 -4.05252 -0.14
C -2.31557 -0.87395 -3.79553 -0.28
C -1.83281 -0.85064 -2.50208 0.36
O -0.59863 -1.16716 -2.17330 -0.68
C -2.73645 -0.47059 -1.46612 0.07
N -2.20257 -0.38202 -0.20565 -0.45
C -2.96554 -0.08733 0.81402 0.10
C -4.34132 0.16389 0.65058 -0.26
C -4.89677 0.10147 -0.59262 -0.11
C -4.09122 -0.22052 -1.71536 0.02
H -9.78708 0.69551 -7.24198 0.23
H -7.38692 0.26484 -6.71198 0.23
H -8.30342 0.13679 -2.55588 0.23
H -10.69835 0.55902 -3.06316 0.23
H -4.03665 -0.63625 -5.06734 0.24
H -1.63259 -1.12446 -4.59617 0.23
H -2.49173 -0.04649 1.78600 0.22
H -4.93745 0.40344 1.51972 0.23
H -5.95035 0.29004 -0.74364 0.24
C -0.17125 -5.72697 -1.68701 -1.14
Si 0.23790 -5.02710 -0.01877 1.52
C 2.07059 -4.93534 0.22978 -1.14
C -0.58301 -6.01151 1.32381 -1.13
Se -0.88291 -3.03660 0.13491 -0.44
H 0.12385 -6.77694 -1.77670 0.23
H 0.33406 -5.15496 -2.46801 0.24
H -1.24626 -5.65096 -1.85873 0.25
H 2.55511 -5.84114 -0.14741 0.24
H 2.30200 -4.84441 1.29332 0.23
H 2.48981 -4.07257 -0.28200 0.26
H -0.31126 -7.06998 1.27579 0.24
H -1.66807 -5.92959 1.23236 0.25
H -0.29873 -5.61811 2.30151 0.24



61
Properties=species:S:1:pos:R:3:nbo_charge:R:1 method="wB97M-V/def2-TZVPD" homo_energy_ev="-7.9 / -7.8" gap_ha="0.2664 / 0.2612" e_lumo_ev="-0.69 / -0.73" spin_multiplicity=1
Pd -0.09868 -0.49432 -0.93631 0.93
C -2.30718 -2.71932 -1.13011 -0.43
N -1.27258 -2.38172 -2.10171 -0.43
C -0.58578 -3.58762 -2.52651 -0.41
C -1.84218 -1.68392 -3.25441 -0.24
C -2.37198 -0.32562 -2.86631 -0.11
C -3.60128 0.10938 -3.34061 -0.21
C -4.06318 1.37748 -3.02991 -0.22
C -3.27488 2.22588 -2.27481 -0.21
C -2.04918 1.78688 -1.78781 -0.29
C -1.58678 0.49978 -2.04781 -0.08
H -3.03798 -3.42672 -1.55311 0.17
H -2.82048 -1.80902 -0.81141 0.22
H -1.83398 -3.17332 -0.26051 0.23
H -1.29118 -4.33872 -2.91551 0.18
H -0.06128 -4.02062 -1.67621 0.21
H 0.12412 -3.34202 -3.31421 0.20
H -2.63578 -2.29162 -3.72151 0.18
H -1.04328 -1.52992 -3.99211 0.21
H -4.20478 -0.55232 -3.94981 0.21
H -5.03628 1.69468 -3.37861 0.21
H -3.61168 3.22978 -2.05391 0.21
H -1.45488 2.49698 -1.22071 0.22
Cl 0.05682 1.63608 0.75029 0.04
C 1.59102 2.12178 1.38839 0.01
C 2.56852 2.47668 0.47329 -0.22
C 3.79242 2.96398 0.88569 -0.23
C 4.04762 3.09398 2.24149 -0.21
C 3.08252 2.71258 3.14799 -0.06
Cl 3.42562 2.88078 4.84509 0.00
C 1.81742 2.20988 2.77299 0.11
N 0.91802 1.92438 3.75549 -0.60
C -0.30678 1.22848 3.72419 0.13
C -1.42468 1.89118 4.23079 -0.22
C -2.65428 1.26448 4.28809 -0.21
C -2.77478 -0.03602 3.82459 -0.21
C -1.65678 -0.71152 3.37069 -0.19
C -0.40158 -0.11072 3.33009 -0.01
C 0.77832 -0.91772 2.86999 -0.55
C 0.66852 -1.17502 1.35959 0.79
O 1.63712 -0.89992 0.62479 -0.75
O -0.41588 -1.64092 0.93609 -0.81
H 2.33662 2.39938 -0.57881 0.20
H 4.53482 3.25318 0.16159 0.22
H 4.98962 3.49008 2.59009 0.23
H 1.14342 2.35438 4.64429 0.41
H -1.31198 2.90848 4.58379 0.21
H -3.50958 1.78748 4.69209 0.21
H -3.73638 -0.52982 3.84339 0.21
H -1.74968 -1.73342 3.03759 0.23
H 0.76272 -1.89422 3.36109 0.24
H 1.72442 -0.41682 3.06979 0.23
I 5.58552 -2.89892 -3.48921 0.17
C 3.95242 -1.73252 -2.90911 -0.28
C 3.96272 -0.38032 -2.65511 -0.06
N 2.69752 -0.05422 -2.34491 -0.31
N 1.88022 -1.10592 -2.38881 -0.29
C 2.62662 -2.14222 -2.71931 -0.06
H 4.76902 0.32088 -2.68091 0.23
H 2.32812 0.84898 -2.07921 0.42
H 2.22602 -3.13062 -2.81371 0.22



65
Properties=species:S:1:pos:R:3:nbo_charge:R:1 method="wB97M-V/def2-TZVPD" homo_energy_ev=-8.1 gap_ha=0.2668 e_lumo_ev=-0.88 spin_multiplicity=1 relative_energy_kcal_mol=20.5
Pd 0.20253 -0.27805 -0.20538 1.00
C -3.02627 -2.84872 -1.22772 -0.28
C -2.50761 -3.86164 -2.03394 -0.14
C -1.14649 -3.93449 -2.19347 -0.25
C -0.30807 -2.98158 -1.59237 0.39
N -0.83272 -1.92824 -0.94163 -0.48
C -2.15730 -1.92575 -0.70144 0.05
N 1.03396 -3.25986 -1.64141 -0.53
C 1.90165 -2.60317 -0.94979 0.48
N 1.80270 -1.42156 -0.27004 -0.57
C 2.99445 -1.16862 0.38135 0.46
N 3.37854 -0.19376 1.10736 -0.50
C 2.72862 1.01383 1.24809 0.39
C 3.30658 1.87473 2.19444 -0.22
C 2.88322 3.17532 2.29562 -0.14
C 1.91754 3.61404 1.39373 -0.27
C 1.38678 2.70051 0.51530 0.05
N 1.71654 1.40343 0.45642 -0.49
C 3.92350 -2.27933 0.08348 0.00
C 5.22285 -2.51081 0.49154 -0.19
C 5.83639 -3.66012 0.00965 -0.20
C 5.16658 -4.53562 -0.84712 -0.20
C 3.85996 -4.29139 -1.25039 -0.16
C 3.26318 -3.14236 -0.76759 -0.10
H -4.07742 -2.78372 -0.98824 0.23
H -3.15421 -4.60536 -2.48078 0.22
H -0.66361 -4.73399 -2.73478 0.24
H -2.48244 -1.19184 0.01559 0.26
H 4.10017 1.47072 2.80463 0.24
H 3.31575 3.84616 3.02561 0.22
H 1.57077 4.63737 1.37365 0.22
H 0.65049 3.04120 -0.19120 0.18
H 5.72682 -1.82344 1.15670 0.23
H 6.85356 -3.88592 0.30272 0.22
H 5.67778 -5.42276 -1.19798 0.22
H 3.32432 -4.96226 -1.90763 0.23
C -1.80125 2.06331 0.59954 -0.10
N -2.60272 3.24274 0.30864 -0.46
C -2.01002 3.97674 -0.80705 -0.08
N -1.92937 3.16575 -2.02809 -0.47
C -1.12853 1.98178 -1.76705 -0.08
N -1.63080 1.19084 -0.60943 -0.51
C -3.03331 0.80022 -0.98238 -0.08
N -3.87634 1.94737 -1.27487 -0.46
C -3.93731 2.80264 -0.08686 -0.08
C -3.28247 2.71956 -2.36481 -0.08
H -2.29669 1.45621 1.35366 0.24
H -0.83864 2.34817 0.99882 0.23
H -1.01148 4.31687 -0.52987 0.19
H -2.61985 4.85720 -1.01731 0.20
H -0.08576 2.25098 -1.61307 0.21
H -1.16569 1.33099 -2.64354 0.21
H -3.46993 0.26040 -0.14463 0.22
H -2.99005 0.15992 -1.86489 0.21
H -4.38712 2.24373 0.73509 0.21
H -4.55967 3.67200 -0.30622 0.20
H -3.90811 3.59057 -2.56656 0.20
H -3.24123 2.10126 -3.26395 0.20
Cl 0.20711 -1.45502 4.79707 -0.02
C -1.17937 -0.55016 4.16594 -0.30
Cl -1.27491 1.06651 4.90905 -0.04
C -1.09503 -0.38649 2.63227 0.75
O -2.11326 -0.73951 2.00642 -0.76
O -0.04820 0.12444 2.18376 -0.79
H -2.07912 -1.08200 4.44732 0.23



Values of electronic energy, in order: -218507.8717; -225826.9562; -74046.6611; -73399.0801, all in eV.